Record 1
Formula: C9H14
Source: the Open Molecules 2025 dataset
Level of theory: ωB97M-V with the def2-TZVPD basis set

Results
**Orbital gap (spin up / spin down)**: 0.3497 / 0.2097 Ha
**Multiplicity**: 2
**Net charge**: +1
**ΔE to the lowest compared entry with this formula, charge and spin**: 33.7 kcal per mole
**⟨S²⟩**: 0.772

Element x y z (Å)
C  -0.410  0.100  0.927
H  -1.750  -0.675  2.432
H  1.613  -4.025  -0.055
H  -0.495  1.087  1.407
C  0.499  -0.345  -0.153
H  1.308  -1.985  -1.205
C  -0.884  -2.346  1.303
H  0.388  4.987  -0.005
H  0.185  -4.670  -0.678
H  0.729  2.325  -1.109
H  -0.682  5.017  -1.475
C  -1.089  -0.972  1.642
H  -0.665  2.718  0.146
C  -0.165  3.016  -0.797
C  0.066  -2.687  0.325
C  0.124  4.489  -0.999
C  0.586  -4.103  0.166
H  0.998  0.294  -0.759
H  0.467  -4.697  1.105
H  -1.558  -3.209  1.634
H  0.897  4.611  -1.762
C  0.617  -1.703  -0.425
H  -0.779  2.774  -1.662


Record 2
Formula: C5H5NO
Source: the Open Molecules 2025 dataset
Level of theory: ωB97M-V with the def2-TZVPD basis set

Results
**Orbital gap**: 0.3489 Ha
**ΔE to the lowest compared entry with this formula, charge and spin**: 101.7 kcal per mole

Element x y z (Å)
H  1.484  0.866  -1.516
C  -1.448  -0.680  -0.439
C  0.795  0.187  -1.049
C  -0.486  -0.520  0.690
H  0.739  1.229  1.523
H  -0.520  1.668  0.280
C  0.123  0.873  0.716
N  -2.451  -1.101  -0.865
C  0.888  -0.539  0.194
O  -0.148  -0.042  -1.813
H  -0.775  -1.026  1.603
H  1.798  -0.916  0.676


Record 3
Formula: C2H6NO
Source: the Open Molecules 2025 dataset
Level of theory: ωB97M-V with the def2-TZVPD basis set

Results
**Orbital gap (spin up / spin down)**: 0.3291 / 0.3940 Ha
**Net charge**: +1
**ΔE to the lowest compared entry with this formula, charge and spin**: 152.9 kcal per mole

Element x y z (Å)
H  -1.594  0.075  0.999
H  1.011  0.796  1.460
O  1.186  -0.627  -0.113
C  1.244  0.669  0.458
H  1.959  1.333  0.159
H  -0.695  -1.452  0.546
C  0.111  0.133  -0.318
H  -0.200  0.395  -3.071
N  -1.109  -0.539  0.271
H  -1.915  -0.784  -0.391